This record from the OMol25 dataset describes C53H65BrN4O2SW as an isolated structure at a distorted geometry. The level of theory is ωB97M-V with the def2-TZVPD basis set.

Properties
* LUMO (alpha / beta): -1.2471 / -1.7725 eV
* HOMO-LUMO gap (alpha / beta): 0.20049 / 0.19285 Ha
* 2S+1: 3
* <S²>: 2.067

```
127
Properties=species:S:1:pos:R:3:forces:R:3
W -1.95879 -0.10667 -0.49237 -0.5 -0.6 0.8
O -0.18216 4.54561 1.02663 0.1 -0.1 0.1
C -0.40774 4.89408 -0.26088 0.0 0.0 -0.2
C -0.41518 6.25490 -0.55486 0.0 0.0 0.1
C -0.58952 6.68613 -1.85558 0.0 0.0 0.0
C -0.77865 5.76320 -2.87555 0.0 0.0 -0.1
C -0.78980 4.41096 -2.58029 -0.1 0.1 0.1
C -0.60053 3.95427 -1.27718 -0.1 -0.3 0.0
C -0.52093 2.46601 -0.97989 0.4 0.1 -0.1
O -1.70815 1.86585 -0.57787 -0.2 -0.7 0.4
N -0.07116 1.76078 -2.20408 -0.1 0.2 -0.3
N -0.47598 0.42133 -2.08992 -0.6 -0.3 0.2
C -1.54710 0.17553 -2.82096 1.0 -0.6 -0.9
C -2.21494 -1.00963 -2.47759 -0.2 0.4 -0.4
Br -4.34559 -1.14828 -0.42346 0.9 0.4 0.0
C -2.61274 -2.02237 -3.25512 -0.1 0.1 0.6
C -2.11390 -2.24655 -4.61550 0.1 0.0 -0.2
C -2.87453 -3.00195 -5.51344 0.0 0.1 0.1
C -2.43869 -3.20850 -6.80979 0.0 -0.1 -0.1
C -1.22589 -2.68526 -7.23558 0.0 0.0 0.0
C -0.44557 -1.95938 -6.34787 0.0 0.0 -0.1
C -0.87920 -1.74778 -5.05040 -0.2 0.0 0.1
H -0.41955 3.61611 1.18187 -0.1 0.1 0.0
H -0.28543 6.95167 0.26316 0.0 0.0 0.0
H -0.58120 7.74627 -2.07375 0.0 0.0 0.0
H -0.91213 6.09537 -3.89654 0.0 0.0 0.0
H -0.93279 3.68218 -3.36398 0.0 0.0 0.0
H 0.21702 2.28660 -0.17477 -0.1 0.0 -0.1
H 0.93960 1.73379 -2.24464 0.2 0.0 0.3
H -1.86366 0.88620 -3.58673 -0.2 0.1 0.2
H -3.29686 -2.76885 -2.86433 0.0 0.0 0.1
H -3.82547 -3.40846 -5.19077 0.0 0.0 0.0
H -3.04610 -3.77785 -7.50165 0.0 0.0 0.0
H -0.88774 -2.84925 -8.25029 0.0 0.0 0.0
H 0.50889 -1.56195 -6.66968 0.0 0.0 0.0
H -0.23851 -1.22629 -4.35461 0.0 0.0 0.0
C -1.35126 2.13888 2.58646 -0.3 0.2 -0.2
C -0.49403 1.00251 2.83755 0.2 -0.3 -0.3
C -1.18170 -0.14122 2.44723 -0.1 0.1 0.1
C -2.44083 0.30269 1.78283 0.0 -0.3 -0.3
C -2.52352 1.75564 2.01763 0.0 0.2 0.2
C -3.77016 2.60969 1.88663 0.0 0.0 -0.2
C -3.43822 4.06098 1.52506 0.1 -0.1 0.0
C -4.47083 2.58332 3.25648 0.0 0.0 -0.1
C -4.73010 2.07473 0.82073 0.0 0.1 0.2
C -1.07139 -1.55758 3.03490 0.1 -0.1 -0.1
C -1.19290 -1.39319 4.56243 0.0 0.0 0.0
C -2.26222 -2.44622 2.63363 0.1 0.1 0.0
C 0.23320 -2.31523 2.67224 -0.1 0.0 0.0
C 0.84315 1.28425 3.52383 0.1 0.0 0.2
C 1.82987 0.11887 3.59500 -0.1 0.0 0.1
C 1.56623 2.41551 2.76462 -0.1 -0.1 0.0
C 0.57542 1.78993 4.95449 0.0 0.0 -0.1
H -1.13085 3.13890 2.93512 0.0 0.0 0.0
H -3.34236 -0.23556 2.05759 0.0 -0.1 -0.2
H -2.70543 4.49426 2.20536 0.0 0.0 0.0
H -4.34297 4.67037 1.57738 0.0 0.0 0.0
H -3.04986 4.11745 0.50679 0.1 0.0 0.0
H -3.80539 2.97634 4.02651 0.0 0.0 0.0
H -4.75033 1.56417 3.53028 0.0 0.0 0.0
H -5.37606 3.19508 3.23255 0.0 0.0 0.0
H -4.19762 1.87103 -0.10725 -0.1 0.0 -0.1
H -5.49554 2.82390 0.60632 0.0 0.0 0.0
H -5.23823 1.16887 1.14879 0.1 -0.1 -0.1
H -2.10411 -0.84109 4.80426 0.0 0.0 0.0
H -0.34778 -0.84790 4.97710 -0.1 -0.1 0.0
H -1.24741 -2.37261 5.04473 0.0 0.0 0.0
H -3.20421 -2.08782 3.05146 0.0 0.1 0.0
H -2.09144 -3.44613 3.03569 0.0 0.0 0.0
H -2.36235 -2.52912 1.55493 -0.1 0.0 0.0
H 0.83687 -1.74900 1.96717 0.0 -0.1 0.0
H -0.00274 -3.26999 2.20984 0.0 -0.1 -0.1
H 0.83623 -2.52884 3.55673 0.0 0.0 0.0
H 2.13653 -0.19568 2.59719 0.0 0.0 0.0
H 1.41771 -0.73901 4.11857 0.1 0.1 0.0
H 2.71844 0.44613 4.14099 0.0 0.0 0.0
H 1.64715 2.15819 1.70775 0.0 0.0 0.0
H 2.57725 2.53930 3.16167 0.0 0.0 0.0
H 1.05334 3.37057 2.86653 0.0 0.0 0.0
H 0.18344 0.99728 5.59190 0.0 0.1 0.0
H -0.14491 2.60818 4.95071 0.0 0.0 0.0
H 1.50664 2.15556 5.39365 0.0 0.0 0.0
C -0.84142 -1.85706 -0.33868 -0.5 1.0 0.0
C -0.34517 -2.96532 -0.54220 0.2 0.0 0.1
C 0.21850 -4.20295 -0.79563 -0.2 0.3 0.1
C -0.07748 -5.30010 0.13185 0.0 -0.2 0.2
C 0.90183 -6.21320 0.53785 0.0 0.1 0.0
C 0.59230 -7.23061 1.42344 0.0 -0.1 0.0
C -0.69382 -7.35397 1.93128 0.0 0.0 0.0
C -1.67098 -6.44698 1.54499 -0.1 0.0 0.0
C -1.36837 -5.43306 0.65409 0.1 0.0 -0.1
C 1.01403 -4.36581 -1.99555 0.1 0.0 -0.3
C 1.33782 -5.63176 -2.51427 -0.1 0.1 0.1
C 2.05497 -5.75106 -3.68995 0.1 0.0 -0.1
C 2.45949 -4.61899 -4.38556 0.0 0.0 0.0
C 2.13316 -3.35988 -3.89465 0.1 0.0 0.0
C 1.42668 -3.22930 -2.71679 0.0 -0.1 0.1
H 1.91876 -6.09502 0.18674 0.0 0.0 -0.1
H 1.36046 -7.93211 1.72317 0.0 0.0 0.0
H -0.93259 -8.15122 2.62281 0.0 0.0 0.0
H -2.67723 -6.53186 1.93530 0.0 0.0 0.0
H -2.13623 -4.74167 0.33148 0.0 0.1 0.0
H 0.99620 -6.52157 -2.00541 0.0 0.0 0.0
H 2.29121 -6.73428 -4.07652 0.0 0.0 0.0
H 3.01926 -4.71721 -5.30652 0.0 0.0 0.0
H 2.43276 -2.47333 -4.43935 0.0 0.0 0.0
H 1.18756 -2.24843 -2.32246 0.0 0.0 0.0
C 6.71657 1.76820 1.15316 -0.1 0.0 -0.1
C 5.84885 1.49935 -0.07066 0.1 0.1 0.1
N 4.57460 0.90126 0.30419 0.2 0.1 0.0
C 3.34947 1.26399 -0.12205 -0.1 -0.2 0.1
S 2.10950 0.13060 -0.17962 0.1 0.0 -0.2
N 3.15252 2.55440 -0.49600 0.1 0.1 0.0
C 3.69319 3.75869 0.13861 0.1 0.2 0.0
C 4.06911 4.79709 -0.90988 0.0 -0.1 0.1
H 7.64135 2.26798 0.86455 0.0 0.0 0.0
H 6.97621 0.83171 1.64776 0.0 0.0 0.0
H 6.18404 2.39266 1.87068 0.0 0.0 0.0
H 6.37235 0.81782 -0.74768 0.0 0.0 0.0
H 5.66207 2.41713 -0.62341 0.0 -0.1 0.0
H 4.61288 -0.05771 0.61098 -0.1 0.0 0.0
H 2.21954 2.70842 -0.83181 -0.2 -0.1 -0.1
H 4.54781 3.49405 0.75791 -0.1 0.0 0.0
H 2.92603 4.17828 0.79726 0.0 -0.1 0.1
H 4.89161 4.44672 -1.53470 0.0 0.0 0.0
H 4.36466 5.72957 -0.42904 0.0 0.0 0.0
H 3.21192 5.00230 -1.55349 0.0 0.0 0.0
```
Forces are in eV/Å.


This record from the OMol25 dataset describes C38H45BaN3O6P2 as an isolated structure at a distorted geometry. The level of theory is ωB97M-V with the def2-TZVPD basis set.

Properties
* LUMO: 0.0312 eV
* HOMO-LUMO gap: 0.27149 Ha

```
95
Properties=species:S:1:pos:R:3:forces:R:3
Ba -1.14631 1.37863 1.46777 -0.2 -1.0 -2.6
N -2.15271 -0.72981 2.98851 -0.1 0.0 0.1
C -3.54824 -0.51146 2.58176 -0.1 -0.2 -0.1
C -3.81039 -0.94434 1.14180 -0.2 -0.1 -0.1
N -2.99278 -0.29341 0.10599 0.1 -0.1 0.0
C -3.71390 0.53577 -0.86462 -0.1 -0.2 0.0
C -4.07428 1.92438 -0.34611 -0.1 -0.1 0.0
N -2.88985 2.77349 -0.19784 -0.1 -0.1 0.0
H -2.06200 -0.39883 3.94460 0.1 0.0 0.1
H -1.95462 -1.72134 3.01142 0.1 -0.2 -0.1
H -4.22077 -1.08960 3.21745 -0.2 0.1 0.0
H -3.77664 0.54551 2.73124 0.0 0.1 0.0
H -3.65651 -2.02508 1.07348 0.0 0.0 0.0
H -4.87147 -0.76682 0.92492 0.0 -0.1 0.1
H -2.47201 -1.00490 -0.39391 0.0 0.1 0.0
H -3.07441 0.65356 -1.74415 0.0 0.0 0.0
H -4.62771 0.02386 -1.19784 -0.1 0.1 0.0
H -4.80908 2.35795 -1.02762 -0.1 0.0 0.0
H -4.55936 1.83131 0.62994 0.0 0.0 0.0
H -2.61842 3.19425 -1.07508 0.1 0.0 -0.1
H -3.03006 3.52360 0.46907 -0.1 0.1 0.0
O 0.09947 1.76485 7.17585 0.1 -0.1 0.5
C -0.14177 1.71066 6.00707 0.0 0.0 -0.4
C 0.82922 1.56939 4.84749 -0.5 0.3 0.2
O 1.90240 1.03354 4.87521 0.9 -0.3 0.0
C 0.15186 2.14404 3.67930 0.1 0.2 0.4
C -1.23387 2.29307 3.96474 0.2 0.1 0.4
O -2.17797 2.61592 3.14621 -0.4 0.7 0.8
C -1.48896 1.79181 5.32058 0.5 0.2 -0.1
O -2.54340 1.41571 5.76267 -0.8 -0.2 0.4
O 0.74927 2.31262 2.54016 0.8 0.8 0.5
C 1.77956 -0.56896 0.83936 0.0 -0.3 -0.2
C 1.26450 -2.02597 0.71936 0.2 0.2 0.0
P 0.08818 -2.40469 -0.67658 0.0 0.0 0.1
C 0.95470 -3.68501 -1.67599 0.0 0.1 -0.1
C 1.61924 -4.77041 -1.10932 0.0 0.0 0.0
C 2.23970 -5.71893 -1.91107 0.0 0.0 0.0
C 2.19266 -5.59913 -3.29496 0.0 0.0 0.0
C 1.52082 -4.53135 -3.87177 0.0 0.0 0.0
C 0.90776 -3.58054 -3.06484 0.0 0.1 0.0
C -1.14861 -3.52941 0.12335 0.0 0.0 0.0
C -2.27690 -3.82255 -0.65025 0.0 0.0 0.0
C -3.27072 -4.67421 -0.18724 0.0 0.1 0.0
C -3.16630 -5.23661 1.07858 0.0 0.0 0.0
C -2.05458 -4.95640 1.86103 0.0 0.0 0.0
C -1.05082 -4.12057 1.38311 0.0 0.1 0.0
C 2.88097 -0.12281 -0.14276 -0.3 -0.1 0.2
P 2.40127 -0.29317 -1.91630 -0.1 -0.1 0.0
C 3.95176 0.23647 -2.74003 0.1 0.0 0.0
C 4.75332 -0.76834 -3.28609 0.0 0.0 0.0
C 5.96802 -0.45824 -3.88729 0.0 0.0 0.0
C 6.38540 0.86258 -3.96253 0.0 0.0 0.0
C 5.58974 1.87278 -3.43420 0.0 0.0 0.0
C 4.38187 1.56197 -2.82448 0.0 0.0 0.0
C 1.31406 1.15865 -2.19727 0.0 0.0 0.1
C 0.64841 1.21215 -3.42178 0.0 -0.1 -0.1
C -0.16196 2.28931 -3.74939 0.0 0.0 0.0
C -0.32875 3.33194 -2.84684 0.0 0.0 0.1
C 0.30763 3.28689 -1.61186 0.0 -0.2 -0.1
C 1.11747 2.19873 -1.28793 0.1 0.1 0.1
H 2.15301 -0.44268 1.85913 0.0 0.1 0.0
H 0.92802 0.11054 0.75078 0.3 -0.1 -0.2
H 0.71357 -2.23191 1.63766 0.0 0.0 0.0
H 2.10969 -2.71690 0.71778 0.0 0.0 -0.1
H 1.64799 -4.88852 -0.03026 0.0 0.0 0.0
H 2.75566 -6.55634 -1.45577 0.0 0.0 0.0
H 2.67741 -6.33981 -3.92116 0.0 0.0 0.0
H 1.47960 -4.43228 -4.95070 0.0 0.0 0.1
H 0.40375 -2.73178 -3.51617 0.0 0.0 0.0
H -2.36687 -3.38053 -1.64093 0.0 0.0 0.1
H -4.13068 -4.89106 -0.81118 0.1 0.0 0.0
H -3.94369 -5.89342 1.45123 0.0 0.0 0.0
H -1.95702 -5.40240 2.84514 0.0 0.0 -0.1
H -0.18137 -3.94555 2.00864 -0.1 0.0 0.0
H 3.76640 -0.74830 -0.01321 0.0 -0.1 0.0
H 3.20376 0.89513 0.09383 0.0 0.0 0.0
H 4.41629 -1.80060 -3.24298 0.0 0.1 0.0
H 6.58188 -1.24893 -4.30430 0.0 0.1 0.0
H 7.32900 1.10810 -4.43706 -0.1 0.0 0.0
H 5.91329 2.90638 -3.49621 0.0 -0.1 0.0
H 3.76435 2.35634 -2.41734 0.0 0.0 0.0
H 0.78132 0.40243 -4.13631 0.0 0.1 0.1
H -0.65554 2.31927 -4.71466 0.0 0.0 0.1
H -0.94642 4.18592 -3.10904 0.1 -0.1 0.0
H 0.18084 4.08975 -0.90071 0.0 0.1 0.1
H 1.63327 2.19196 -0.32636 -0.1 0.0 -0.2
C 0.03440 6.64480 2.21250 0.1 0.1 0.0
C -0.88438 5.44146 2.19854 0.1 -0.1 -0.1
O -0.47634 4.47390 1.22192 0.0 0.0 0.0
H -0.30381 7.37914 2.94980 0.0 -0.1 -0.1
H 0.05743 7.12371 1.23202 0.0 0.0 0.0
H 1.05254 6.34690 2.47329 0.0 0.0 0.0
H -1.89960 5.73689 1.94128 -0.1 0.0 -0.1
H -0.93309 4.97759 3.18295 0.0 -0.1 0.1
H 0.20220 3.90826 1.63379 0.0 0.0 0.2
```
Forces are in eV/Å.


This record from the OMol25 dataset describes one molecule with the formula C5H9N3O at a distorted geometry. The level of theory is ωB97M-V with the def2-TZVPD basis set.

Properties
* LUMO: 0.8603 eV
* SMILES string: O=CC/N=C\NN1CC1
* HOMO-LUMO gap: 0.36004 Ha

```
18
Properties=species:S:1:pos:R:3:forces:R:3
C -2.38616 -0.39908 -0.32397 -0.4 -4.1 -1.5
C -1.81235 0.48314 0.71067 0.4 0.6 2.3
C 0.02068 1.76971 -0.31063 -2.4 -0.8 0.9
C 2.23557 -1.05394 0.15735 1.6 1.4 -0.4
C 0.87503 -1.32467 -0.30891 0.3 -1.6 1.1
H -2.48521 0.09950 -1.42930 -0.1 -1.1 2.3
H -2.75605 0.88848 1.26578 1.6 -0.7 -0.6
H -1.09530 -0.05206 1.45552 -1.7 0.5 -1.3
H 0.20669 2.70841 -0.79017 0.5 0.5 -0.3
H 1.85161 1.60969 0.08572 0.0 -0.7 -0.6
H 2.97675 -0.59161 -0.57315 -1.3 -0.5 0.9
H 2.78971 -1.58293 0.93322 -0.7 0.0 0.0
H 0.36970 -2.19063 0.17441 0.1 1.0 -0.6
H 0.77810 -1.17302 -1.38192 -0.6 0.3 0.4
N -1.17341 1.61428 0.09933 0.1 0.9 -0.8
N 1.12716 0.95711 -0.26787 1.8 2.2 0.4
N 1.11323 -0.14544 0.60429 0.2 -2.1 -1.2
O -2.63575 -1.61693 -0.10037 0.5 4.2 -1.1
```
Forces are in eV/Å.


This record from the OMol25 dataset describes a 2-piece molecular cluster, C22H18N3O4S overall at a distorted geometry. The level of theory is ωB97M-V with the def2-TZVPD basis set.

Properties
* LUMO: 0.7380 eV
* HOMO-LUMO gap: 0.17402 Ha
* charge: -1

```
48
Properties=species:S:1:pos:R:3:forces:R:3
O 2.09548 3.02307 2.61562 0.6 -1.1 -0.1
C 2.61223 1.90181 2.90118 0.3 0.6 1.6
O 2.92623 1.39547 3.99935 0.0 0.6 -1.1
C 2.77995 0.92440 1.71856 0.7 0.3 -0.3
C 3.83729 -0.17059 1.94369 0.4 0.5 -0.4
C 3.04337 -1.41464 2.11487 -0.6 -0.4 0.0
C 1.67388 -1.13351 1.95875 0.5 -1.4 0.6
C 0.72608 -2.15502 2.01677 0.0 0.0 0.1
C 1.15438 -3.45584 2.29562 0.5 0.2 -0.1
C 2.52182 -3.73315 2.46086 -0.2 0.1 0.0
C 3.47481 -2.71047 2.37637 -0.4 0.2 -0.2
N 1.49953 0.22444 1.70293 -2.2 0.9 -1.0
C 0.34940 0.88395 1.45647 1.9 -0.1 -0.1
C -0.91209 0.43138 1.83309 -1.5 -0.3 -0.2
C -2.05374 0.82717 1.15859 1.7 0.1 0.5
C -3.32494 0.17976 1.29622 -1.6 -0.8 0.4
C -4.29822 0.26158 0.26428 0.6 0.0 0.4
C -5.48016 -0.46476 0.33982 -0.1 -0.2 0.3
C -5.76030 -1.24785 1.47291 0.4 0.3 -0.1
C -4.83628 -1.29746 2.52508 0.0 0.1 -0.2
C -3.62950 -0.60834 2.43598 0.0 0.2 -0.4
H 2.92896 1.47926 0.78933 -0.1 -0.1 0.0
H 4.49738 -0.20609 1.06621 -0.1 -0.3 0.2
H 4.44988 0.03256 2.82865 -0.3 0.2 -0.1
H -0.32035 -1.93788 1.83540 0.2 -0.2 0.1
H 0.41959 -4.25834 2.37551 0.2 0.2 -0.1
H 2.83852 -4.76044 2.64669 -0.1 0.3 0.0
H 4.54329 -2.89375 2.50671 -0.3 -0.1 0.0
H 0.47081 1.82759 0.91596 0.0 -0.1 0.4
H -0.97088 -0.26568 2.67438 0.0 0.2 -0.5
H -1.94902 1.58810 0.38258 0.0 -0.1 0.1
H -4.07693 0.89015 -0.60149 -0.1 -0.2 0.2
H -6.20123 -0.41901 -0.47820 0.2 0.0 0.2
H -6.69240 -1.81205 1.53502 0.3 0.2 0.0
H -5.05795 -1.86729 3.43071 0.1 0.2 -0.3
H -2.92365 -0.64404 3.26719 -0.3 0.0 -0.2
C -2.63171 2.93331 3.37367 0.0 -0.1 0.0
C -2.76316 2.13788 4.53019 0.2 0.2 0.0
O -3.72091 1.41287 4.84202 0.2 0.1 0.2
N -1.64572 2.19775 5.41657 -0.1 -0.7 0.1
C -0.38639 2.62760 5.09829 -0.4 0.1 -0.3
S 0.92793 2.37831 6.10214 -0.5 0.2 0.1
N -0.30810 3.24411 3.89111 0.4 0.2 -0.5
C -1.38533 3.46897 2.97632 0.0 0.1 0.4
O -1.15158 4.06407 1.91387 0.2 -0.3 0.2
H -3.49736 3.09956 2.74974 0.0 -0.1 -0.1
H -1.70024 1.61710 6.24814 0.0 0.2 -0.3
H 0.65384 3.45130 3.53476 -0.6 -0.1 0.2
```
Forces are in eV/Å.